# C14H25N6O4SZn

C14H25N6O4SZn as an isolated structure (ωB97M-V/def2-TZVPD, the OMol25 dataset).

Each line ends with the natural charge from an NBO analysis.
CARTESIAN COORDINATES (ANGSTROEM)
Zn -0.10 -1.00 -0.27  1.621
C -0.57 -3.39 -3.39  -0.664
C -1.58 -2.95 -2.40  0.424
N -1.40 -2.05 -1.45  -0.648
C -2.60 -1.90 -0.80  -0.021
C -3.52 -2.75 -1.37  0.039
N -2.85 -3.39 -2.38  -0.466
C -4.95 -3.12 -1.11  0.767
O -5.53 -2.55 -0.08  -0.653
O -5.48 -3.92 -1.83  -0.572
C -2.73 -0.94 0.32  0.785
O -3.78 -0.85 0.95  -0.644
O -1.67 -0.27 0.59  -0.897
H 0.33 -2.78 -3.30  0.243
H -0.97 -3.30 -4.40  0.249
H -0.31 -4.44 -3.23  0.252
H -3.29 -4.09 -2.95  0.462
H -4.97 -1.88 0.41  0.522
C -1.45 -0.21 4.34  -0.423
N -0.83 -0.76 3.15  -0.567
C 0.30 -1.43 3.08  0.370
N 1.06 -1.64 4.16  -0.775
S 0.88 -2.14 1.63  -0.442
H -2.53 -0.36 4.27  0.240
H -1.26 0.86 4.41  0.215
H -1.10 -0.70 5.25  0.198
H -1.29 -0.51 2.27  0.456
H 0.76 -1.37 5.08  0.408
H 1.87 -2.23 4.07  0.429
C 3.58 4.03 -2.07  -0.619
C 2.33 3.80 -1.22  -0.210
N 2.27 2.45 -0.68  -0.389
C 3.14 2.22 0.47  -0.225
C 2.39 2.26 1.79  -0.622
C 1.42 1.52 -1.10  0.545
C 0.52 1.80 -2.26  -0.676
N 1.34 0.33 -0.57  -0.995
H 3.62 5.07 -2.38  0.232
H 3.58 3.41 -2.97  0.213
H 4.49 3.81 -1.52  0.213
H 1.43 4.00 -1.81  0.217
H 2.34 4.50 -0.38  0.209
H 3.89 3.01 0.46  0.224
H 3.67 1.27 0.34  0.205
H 1.86 3.20 1.89  0.219
H 3.09 2.16 2.62  0.230
H 1.66 1.45 1.87  0.208
H -0.23 2.55 -1.99  0.248
H 0.01 0.88 -2.54  0.234
H 1.09 2.17 -3.11  0.246
H 2.05 0.17 0.14  0.385

Computed properties:
HOMO level	-12.06	eV
net charge	+1
multiplicity	1
energy	-91307.42144	eV
E_LUMO	-2.16	eV
maximum force	0.87	eV/Å
HOMO-LUMO gap	9.8976	eV